The following is a DFT calculation (ωB97M-V with the def2-TZVPD basis set) of one molecule with the formula C20H24O2 in a non-equilibrium geometry.

XYZ file:
```
46
Properties=species:S:1:pos:R:3
O 1.19 2.61 2.42
O 1.83 0.64 0.46
C 0.54 1.63 2.14
C 0.77 1.01 0.84
C 2.87 -3.01 -4.28
C -1.49 0.53 2.42
C 3.06 -2.21 -3.13
C -0.55 1.23 3.01
C -2.85 -0.04 0.42
C -2.86 -0.13 -0.93
C -1.58 0.29 0.95
C -0.39 0.58 0.15
C -1.76 0.15 -1.75
C -0.51 0.59 -1.26
C 3.48 -2.87 -1.79
C -2.17 0.13 -3.15
C -1.81 2.76 4.61
C -1.04 0.48 5.36
C 2.63 -0.77 -3.13
C 0.71 0.66 -2.19
C 1.13 -0.76 -2.61
C -0.75 1.66 4.43
H 3.16 -4.07 -4.37
H 2.49 -2.40 -5.12
H -2.31 0.03 3.01
H -3.64 -0.32 1.14
H -3.83 -0.32 -1.31
H 2.86 -3.83 -1.60
H 3.45 -2.14 -0.94
H 4.50 -3.22 -2.01
H -2.74 -0.78 -3.39
H -2.91 0.91 -3.26
H -1.34 0.26 -3.81
H -2.62 2.38 4.01
H -2.09 2.82 5.73
H -1.56 3.82 4.31
H -0.60 -0.47 4.91
H -0.66 0.61 6.39
H -2.16 0.35 5.38
H 3.34 -0.33 -2.52
H 2.56 -0.46 -4.21
H 1.47 1.39 -1.89
H 0.40 1.17 -3.13
H 1.09 -1.47 -1.76
H 0.44 -1.17 -3.30
H 0.27 2.09 4.77
```

**SMILES string**: C=C(C)CCCc1c(C)ccc2c1C(=O)C(=O)C(C(C)C)=C2
**Max |F|**: 5.25 eV/A
**Calculated total energy**: -926.855001 hartree
**Kohn-Sham gap**: 0.2795 Ha
**HOMO level**: -8.5062 eV



The following is a DFT calculation (ωB97M-V with the def2-TZVPD basis set) of C20H25B2F23O10Sn as an isolated structure in a non-equilibrium geometry.

XYZ file:
```
81
Properties=species:S:1:pos:R:3
Sn -0.89 8.76 -9.34
B 1.45 10.98 -10.14
F 1.59 10.23 -8.95
F 2.22 12.13 -10.05
F 1.89 10.23 -11.21
F 0.06 11.23 -10.31
B 1.79 6.83 -9.50
F 0.92 5.75 -9.33
F 3.12 6.42 -9.43
F 1.51 7.52 -10.68
F 1.67 7.76 -8.45
C -1.13 11.97 -14.28
C -0.16 11.02 -13.61
O -0.47 9.71 -14.07
C -0.52 8.63 -13.35
O -0.34 8.53 -12.17
C -0.75 7.35 -14.18
F -2.07 7.07 -14.20
F -0.31 7.49 -15.43
F -0.17 6.33 -13.59
H -2.11 11.76 -13.84
H -1.08 11.98 -15.37
H -0.86 12.97 -13.94
H -0.33 11.10 -12.53
H 0.89 11.31 -13.71
C 10.26 7.14 -8.29
C 8.75 7.13 -8.60
O 8.03 6.05 -8.04
C 6.74 5.99 -8.37
O 6.16 6.81 -9.01
C 5.98 4.76 -7.90
F 6.68 4.16 -6.92
F 4.78 5.06 -7.44
F 5.82 3.94 -8.94
H 10.41 7.55 -7.29
H 10.88 7.59 -9.06
H 10.58 6.09 -8.27
H 8.59 7.07 -9.68
H 8.35 8.08 -8.22
C 6.92 6.69 -15.62
C 6.27 6.91 -14.26
O 5.28 5.91 -14.05
C 4.52 5.94 -12.95
O 4.78 6.67 -12.04
C 3.35 4.93 -12.98
F 2.29 5.47 -12.38
F 3.03 4.71 -14.27
F 3.61 3.77 -12.38
H 7.66 7.46 -15.87
H 6.19 6.85 -16.42
H 7.43 5.74 -15.74
H 5.81 7.89 -14.28
H 6.99 7.01 -13.45
C 1.59 2.51 -10.10
C 2.04 2.94 -8.71
O 2.89 1.97 -8.13
C 3.05 1.96 -6.82
O 2.61 2.78 -6.07
C 3.86 0.73 -6.34
F 3.08 0.08 -5.48
F 4.17 -0.10 -7.35
F 4.99 1.11 -5.75
H 0.93 1.63 -10.08
H 2.42 2.33 -10.77
H 0.98 3.33 -10.49
H 1.11 3.03 -8.14
H 2.50 3.93 -8.73
C -0.88 8.19 -2.98
C -1.95 7.44 -3.76
O -1.44 6.33 -4.46
C -0.72 6.52 -5.55
O -0.50 7.60 -6.05
C -0.09 5.24 -6.11
F -0.68 4.91 -7.26
F 1.18 5.53 -6.37
F -0.20 4.21 -5.27
H -0.42 7.56 -2.22
H -1.42 8.95 -2.41
H -0.15 8.73 -3.58
H -2.41 8.15 -4.45
H -2.70 7.09 -3.05
```

**Max |F|**: 4.27 eV/A
**Calculated total energy**: -4090.842281 hartree
**Kohn-Sham gap**: 0.2509 Ha
**HOMO level**: -10.3543 eV



The following is a DFT calculation (ωB97M-V with the def2-TZVPD basis set) of one molecule with the formula C20H25BrN4O3 in a non-equilibrium geometry.

XYZ file:
```
53
Properties=species:S:1:pos:R:3
C -4.13 3.88 1.06
C -3.88 2.51 1.68
C -2.47 2.41 2.26
C -2.23 1.07 2.97
N -2.37 -0.05 2.06
C -1.45 -0.26 1.07
N -0.33 0.46 0.85
C 0.26 -0.11 -0.20
N -0.45 -1.17 -0.67
C -1.55 -1.29 0.15
C -2.64 -2.22 0.17
O -2.85 -3.16 -0.57
N -3.51 -1.90 1.21
C -3.46 -0.89 2.15
O -4.31 -0.77 2.99
H -4.32 -2.51 1.30
C -0.13 -2.15 -1.68
H -0.99 -2.83 -1.74
H -0.03 -1.66 -2.66
C 1.13 -2.95 -1.35
C 1.43 -3.91 -2.49
H 1.60 -3.37 -3.42
H 0.60 -4.60 -2.64
H 2.32 -4.49 -2.27
C 0.93 -3.71 -0.04
H 1.81 -4.32 0.18
H 0.78 -3.03 0.79
H 0.06 -4.36 -0.11
H 1.97 -2.26 -1.23
C 1.52 0.42 -0.69
C 2.32 1.12 0.21
C 3.53 1.67 -0.17
C 3.99 1.53 -1.48
C 3.17 0.84 -2.38
C 1.96 0.29 -2.01
H 1.36 -0.20 -2.76
Br 3.77 0.66 -4.17
O 5.15 2.00 -1.97
C 6.01 2.71 -1.12
H 5.53 3.62 -0.73
H 6.35 2.09 -0.28
H 6.87 2.99 -1.73
H 4.12 2.20 0.55
H 1.97 1.24 1.22
H -1.22 1.05 3.38
H -2.96 0.92 3.76
H -1.73 2.52 1.46
H -2.31 3.21 2.98
H -4.03 1.74 0.93
H -4.61 2.33 2.48
H -3.42 4.07 0.26
H -4.02 4.67 1.81
H -5.13 3.94 0.65
```

**SMILES string**: CCCCn1c(=O)[nH]c(=O)c2c1nc(-c1ccc(OC)c(Br)c1)n2CC(C)C
**Max |F|**: 1.49 eV/A
**Calculated total energy**: -3795.965303 hartree
**Kohn-Sham gap**: 0.3058 Ha
**HOMO level**: -8.0645 eV



The following is a DFT calculation (ωB97M-V with the def2-TZVPD basis set) of C20H25Cl2PTl as an isolated structure in a non-equilibrium geometry.

XYZ file:
```
49
Properties=species:S:1:pos:R:3
Tl -4.04 1.00 -0.62
Cl -1.57 -0.20 -1.48
Cl -3.05 0.86 1.81
C 0.62 2.79 -0.19
H -0.17 2.01 -0.12
H 0.89 3.34 0.70
C 1.39 1.94 -2.11
C 0.91 3.30 -1.48
H 2.26 1.44 -1.69
C -0.32 3.92 -2.18
H 1.74 4.03 -1.41
C -1.21 2.91 -2.93
H -0.93 4.46 -1.44
H 0.01 4.65 -2.91
C -0.39 2.10 -3.93
H -1.74 2.24 -2.25
H -1.98 3.47 -3.49
C 0.74 1.29 -3.21
H -1.02 1.39 -4.48
H 0.07 2.76 -4.68
H 0.22 0.38 -2.84
H 1.49 0.92 -3.93
C 1.80 -1.31 -0.39
P 0.20 -0.84 0.38
C -0.59 -2.47 0.56
C -0.49 -3.42 -0.47
C -1.22 -4.60 -0.39
C -2.07 -4.82 0.70
C -2.23 -3.85 1.68
C -1.51 -2.65 1.60
C 0.76 -0.55 2.11
C 1.31 -1.59 2.89
C 1.75 -1.32 4.19
C 1.64 -0.03 4.71
C 1.12 1.01 3.93
C 0.69 0.76 2.62
H 1.62 -1.58 -1.44
H 2.25 -2.15 0.16
H 2.47 -0.44 -0.34
H 0.13 -3.22 -1.35
H -1.13 -5.34 -1.18
H -2.63 -5.76 0.76
H -2.91 -4.01 2.51
H -1.71 -1.85 2.31
H 1.38 -2.60 2.48
H 2.17 -2.13 4.79
H 1.97 0.18 5.73
H 1.03 2.02 4.32
H 0.27 1.55 2.01
```

**Max |F|**: 4.12 eV/A
**Calculated total energy**: -2211.301828 hartree
**Kohn-Sham gap**: 0.2190 Ha
**Total charge**: -1
**HOMO level**: -3.3242 eV



The following is a DFT calculation (ωB97M-V with the def2-TZVPD basis set) of C20H25ClN2OPd as an isolated structure in a non-equilibrium geometry.

XYZ file:
```
50
Properties=species:S:1:pos:R:3
C 3.21 2.75 -3.02
C 2.15 3.04 -4.04
C 3.69 3.89 -2.19
C 4.16 1.62 -3.23
Cl 1.80 1.63 -2.08
H 4.36 4.55 -2.78
H 4.21 3.51 -1.30
H 2.82 4.46 -1.83
H 2.52 3.52 -4.97
H 1.36 3.65 -3.56
H 1.62 2.09 -4.23
H 4.90 1.84 -4.02
H 3.57 0.73 -3.48
H 4.65 1.38 -2.27
C -2.32 0.92 1.94
C -1.20 1.60 2.59
C -0.51 2.37 1.60
H -0.98 1.53 3.66
C -1.12 2.09 0.33
C -2.29 1.29 0.57
H -3.05 1.03 -0.17
H -3.02 0.29 2.45
H 0.29 3.09 1.78
H -0.76 2.47 -0.62
C 1.00 -1.78 1.77
C 0.61 -1.02 2.93
C 1.29 0.27 2.83
H 0.03 -1.37 3.75
C 2.05 0.33 1.61
C 1.80 -0.92 0.89
H 2.22 -1.15 -0.08
H 0.79 -2.82 1.62
H 1.26 1.03 3.59
H 2.70 1.10 1.26
Pd -0.24 0.11 1.14
N -4.07 -5.36 1.63
C -3.09 -4.38 1.95
O -2.46 -4.46 2.96
C -2.85 -3.32 0.91
C -3.36 -3.37 -0.42
C -2.88 -2.42 -1.31
C -1.87 -1.50 -0.90
N -1.48 -1.45 0.40
C -1.99 -2.29 1.30
H -4.31 -5.98 2.41
H -4.79 -5.16 0.95
H -4.09 -4.14 -0.75
H -3.25 -2.34 -2.35
H -1.41 -0.77 -1.61
H -1.65 -2.19 2.34
```

**Max |F|**: 3.53 eV/A
**Calculated total energy**: -1549.149607 hartree
**Kohn-Sham gap (spin up / spin down)**: 0.3157 / 0.1790 Ha
**Spin multiplicity**: 5
**Total charge**: +2
**Expectation value of S²**: 6.02
**HOMO level (spin up / spin down)**: -14.7893 / -15.1270 eV



The following is a DFT calculation (ωB97M-V with the def2-TZVPD basis set) of C20H25CsN5Se2 as an isolated structure.

XYZ file:
```
53
Properties=species:S:1:pos:R:3
Cs 0.96 -0.28 -1.02
C 2.01 -1.55 3.05
N 1.61 -0.33 2.39
C 1.39 0.78 3.29
C 0.83 1.93 2.52
N 0.41 1.88 1.28
C -0.05 3.16 0.99
C -0.59 3.68 -0.18
C -0.97 5.01 -0.18
C -0.82 5.81 0.95
C -0.27 5.32 2.12
C 0.10 3.98 2.11
N 0.67 3.17 3.07
C 2.00 -2.67 2.06
N 1.39 -2.62 0.91
C 1.60 -3.86 0.32
C 1.18 -4.37 -0.91
C 1.55 -5.65 -1.24
C 2.33 -6.43 -0.38
C 2.76 -5.95 0.85
C 2.38 -4.66 1.17
N 2.61 -3.87 2.28
H 1.35 -1.82 3.89
H 3.01 -1.43 3.47
H 0.75 -0.51 1.88
H 2.33 1.08 3.75
H 0.69 0.53 4.10
H -0.69 3.06 -1.07
H -1.40 5.44 -1.08
H -1.14 6.85 0.91
H -0.15 5.95 2.99
H 0.92 3.42 4.01
H 0.55 -3.78 -1.57
H 1.23 -6.08 -2.18
H 2.60 -7.44 -0.68
H 3.36 -6.56 1.51
H 3.15 -4.11 3.10
C -0.85 2.52 -5.21
Se -0.64 1.55 -3.54
C -2.53 1.51 -3.02
C -3.19 0.17 -3.31
Se -2.44 -1.29 -2.24
C -3.46 -0.98 -0.62
H -1.24 3.51 -5.01
H -1.52 1.97 -5.87
H 0.13 2.59 -5.68
H -3.02 2.32 -3.57
H -2.60 1.75 -1.96
H -3.05 -0.11 -4.36
H -4.26 0.19 -3.11
H -4.52 -1.07 -0.85
H -3.25 0.00 -0.20
H -3.19 -1.75 0.09
```

**Max |F|**: 0.28 eV/A
**Calculated total energy**: -5873.785986 hartree
**Kohn-Sham gap**: 0.3278 Ha
**Total charge**: +1
**HOMO level**: -11.0225 eV



The following is a DFT calculation (ωB97M-V with the def2-TZVPD basis set) of C20H25MoNO4PS2 as an isolated structure in a non-equilibrium geometry.

XYZ file:
```
54
Properties=species:S:1:pos:R:3
Mo -0.43 0.23 -0.51
O -0.79 -1.88 -1.03
C 0.15 -2.62 -1.94
C 1.20 -1.57 -2.29
O 2.22 -1.63 -2.85
O 0.73 -0.24 -1.78
C 0.87 -3.71 -1.17
C 0.87 -3.76 0.22
C 1.57 -4.76 0.88
C 2.28 -5.71 0.15
C 2.30 -5.64 -1.24
C 1.60 -4.65 -1.90
C -0.64 -3.02 -3.15
C -1.01 -4.35 -3.35
C -1.74 -4.70 -4.48
C -2.09 -3.74 -5.41
C -1.74 -2.41 -5.20
C -1.02 -2.05 -4.08
H -1.52 -2.48 -0.84
H 0.32 -3.03 0.81
H 1.56 -4.81 1.96
H 2.81 -6.50 0.66
H 2.86 -6.37 -1.81
H 1.64 -4.59 -2.98
H -0.74 -5.11 -2.63
H -2.02 -5.74 -4.62
H -2.63 -4.02 -6.30
H -2.02 -1.66 -5.93
H -0.75 -1.01 -3.94
C -3.78 0.89 2.23
P -2.11 0.40 2.55
C -1.21 1.64 3.44
C -2.00 -1.19 3.32
O -1.39 0.28 1.09
H -4.30 0.99 3.19
H -4.30 0.14 1.63
H -3.81 1.86 1.72
H -1.64 1.72 4.45
H -1.30 2.61 2.95
H -0.16 1.35 3.53
H -2.40 -1.11 4.33
H -0.96 -1.51 3.37
H -2.59 -1.92 2.76
S 0.05 2.59 -0.53
C 1.26 2.88 -1.77
N 1.00 3.64 -2.79
C 2.09 3.80 -3.77
C 3.38 3.46 -3.02
S 2.87 2.35 -1.65
H 0.08 4.04 -2.94
H 2.10 4.83 -4.15
H 1.90 3.12 -4.61
H 3.86 4.32 -2.58
H 4.09 2.93 -3.65
```

**Max |F|**: 1.01 eV/A
**Calculated total energy**: -2337.818697 hartree
**Kohn-Sham gap (spin up / spin down)**: 0.1869 / 0.1922 Ha
**Spin multiplicity**: 3
**Total charge**: +3
**Expectation value of S²**: 2.02
**HOMO level (spin up / spin down)**: -16.6679 / -16.6697 eV



The following is a DFT calculation (ωB97M-V with the def2-TZVPD basis set) of an isolated ion of composition C20H25N2 and charge +1 in a non-equilibrium geometry.

XYZ file:
```
47
Properties=species:S:1:pos:R:3
C 4.77 0.00 -1.27
N 3.37 -0.26 -0.99
C 2.39 0.69 -0.82
C 1.18 0.07 -0.54
C -0.10 0.82 -0.28
C -1.40 0.07 -0.54
C -1.46 -0.84 -1.59
C -2.61 -1.60 -1.82
C -3.74 -1.42 -1.01
C -4.97 -2.25 -1.21
C -3.71 -0.44 -0.02
C -2.57 0.34 0.19
C 1.43 -1.36 -0.49
C 0.69 -2.51 -0.20
C 1.30 -3.76 -0.34
C 2.65 -3.89 -0.69
C 3.44 -2.76 -0.93
C 2.81 -1.53 -0.81
H 5.30 -0.96 -1.26
H 4.91 0.47 -2.25
H 5.20 0.66 -0.51
H 2.62 1.75 -0.92
H -0.10 1.70 -0.94
H -0.59 -0.99 -2.22
H -2.62 -2.34 -2.62
H -5.77 -1.90 -0.54
H -5.35 -2.18 -2.24
H -4.80 -3.31 -1.00
H -4.61 -0.28 0.59
H -2.62 1.15 0.93
H -0.34 -2.41 0.13
H 0.70 -4.66 -0.18
H 3.10 -4.88 -0.77
H 4.49 -2.82 -1.19
C -0.44 4.73 2.98
C -0.35 3.24 2.70
C -0.04 2.89 1.26
N -0.05 1.37 1.11
H -0.67 4.89 4.04
H 0.49 5.26 2.77
H -1.24 5.22 2.41
H 0.42 2.80 3.34
H -1.30 2.76 2.98
H -0.75 3.27 0.52
H 0.97 3.18 0.96
H -0.82 0.99 1.68
H 0.79 1.03 1.57
```

**SMILES string**: CCC[NH2+][C@H](c1ccc(C)cc1)c1cn(C)c2ccccc12
**Max |F|**: 1.55 eV/A
**Calculated total energy**: -886.405870 hartree
**Kohn-Sham gap**: 0.3132 Ha
**Total charge**: +1
**HOMO level**: -10.8861 eV



The following is a DFT calculation (ωB97M-V with the def2-TZVPD basis set) of an isolated ion of composition C20H25N2O and charge +1.

XYZ file:
```
48
Properties=species:S:1:pos:R:3
C 2.70 -4.07 -0.07
H 3.74 -4.36 0.04
H 2.20 -4.11 0.90
H 2.20 -4.76 -0.77
O 2.73 -2.76 -0.59
C 1.57 -2.12 -0.86
C 0.30 -2.66 -0.64
C -0.85 -1.94 -0.92
C -0.73 -0.65 -1.45
C 0.54 -0.12 -1.67
C 1.69 -0.83 -1.39
C 3.05 -0.27 -1.64
H 3.65 -0.31 -0.73
H 3.57 -0.87 -2.39
H 3.00 0.76 -1.99
H 0.63 0.88 -2.08
C -1.92 0.24 -1.67
H -1.63 1.11 -2.26
H -2.75 -0.26 -2.17
N -2.36 0.72 -0.32
H -1.47 0.83 0.23
C -3.07 2.02 -0.21
H -2.76 2.65 -1.05
H -4.14 1.87 -0.27
C -2.64 2.68 1.10
C -1.15 2.79 1.14
C -0.39 3.84 0.72
N 0.93 3.51 0.77
C 1.07 2.23 1.23
C 2.20 1.46 1.43
C 2.03 0.18 1.91
C 0.76 -0.31 2.21
C -0.37 0.44 2.02
C -0.23 1.73 1.48
H -1.34 0.05 2.31
H 0.67 -1.31 2.62
H 2.89 -0.44 2.08
H 3.19 1.86 1.23
H 1.70 4.13 0.56
H -0.70 4.81 0.40
H -3.01 2.10 1.95
H -3.09 3.68 1.16
H -2.89 -0.03 0.13
C -2.18 -2.56 -0.63
H -2.10 -3.64 -0.68
H -2.51 -2.31 0.39
H -2.95 -2.25 -1.33
H 0.20 -3.65 -0.24
```

**SMILES string**: COc1cc(C)c(C[NH2+]CCc2c[nH]c3ccccc23)cc1C
**Max |F|**: 0.78 eV/A
**Calculated total energy**: -961.661982 hartree
**Kohn-Sham gap**: 0.3199 Ha
**Total charge**: +1
**HOMO level**: -11.0557 eV